Formula: C4H5O2Sn
Source: the OMol25 dataset
Level of theory: wB97M-V/def2-TZVPD

The expectation value of S² is 0.758. The value obtained for the LUMO energy (spin up / spin down) is -0.41 / -0.23 eV. As for the energy above the lowest of the compared OMol25 structures with the same formula, charge and spin: 36.0 kcal/mol. The value obtained for the HOMO-LUMO gap (spin up / spin down) is 5.75 / 8.47 eV. The multiplicity is 2. For the max |F|, the calculation gives 3.5 eV Å⁻¹.

CARTESIAN COORDINATES (ANGSTROEM)
H: -2.35874 -2.20530 0.59942
O: -1.95412 -1.65334 -0.07598
C: -1.48970 -0.46317 0.52869
C: -0.69567 0.30612 -0.43623
C: -0.30949 1.11531 -1.26901
H: -0.85810 -0.68146 1.40697
H: -2.32958 0.16665 0.87109
H: -0.16031 1.84715 -2.04516
C: 2.11423 0.11372 -0.10538
O: 2.41734 1.30628 0.20902
Sn: 3.53959 0.27005 1.51769
H: 2.08457 -0.12200 -1.20112

---

Formula: C6H6N2O
Source: the OMol25 dataset
Level of theory: wB97M-V/def2-TZVPD

The value obtained for the LUMO energy (spin up / spin down) is -0.77 / -0.77 eV. As for the energy above the lowest of the compared OMol25 structures with the same formula, charge and spin: 63.7 kcal/mol. The value obtained for the HOMO-LUMO gap (spin up / spin down) is 7.69 / 7.69 eV. The multiplicity is 1. For the max |F|, the calculation gives 2.2 eV Å⁻¹.

CARTESIAN COORDINATES (ANGSTROEM)
C: -1.95006 -1.46162 -0.32093
C: 0.13074 -1.20140 -1.47621
C: -1.12188 0.88171 -0.79919
C: -0.26253 0.88841 0.42278
C: -1.01479 -0.62657 -0.92601
C: 1.90925 0.40841 1.20873
N: -2.73874 -2.16080 0.14286
N: 1.07600 -1.68531 -1.92066
O: 1.03182 1.06326 0.29611
H: -2.14206 1.21440 -0.63032
H: -0.67233 1.40695 -1.63861
H: -0.67389 0.53201 1.35986
H: 2.91284 0.54861 0.81126
H: 1.67254 -0.65798 1.26624
H: 1.84309 0.84991 2.20409

---

Formula: C18H40FN2O7P
Source: the OMol25 dataset
Level of theory: wB97M-V/def2-TZVPD

The value obtained for the LUMO energy is 0.37 eV. The value obtained for the HOMO-LUMO gap is 9.28 eV. The multiplicity is 1. Its SMILES is C[C@H](F)[C@H]1C[C@H]([PH2]=O)OC1=O.COCCNCCOC.COCCNCCOC. For the max |F|, the calculation gives 5.6 eV Å⁻¹.

CARTESIAN COORDINATES (ANGSTROEM)
C: 5.67975 1.89960 -2.11480
C: 5.00412 0.65011 -1.58709
F: 5.89334 -0.38814 -1.68563
C: 3.70033 0.26196 -2.29674
C: 2.41572 0.56370 -1.49524
C: 2.46861 2.07924 -1.63402
P: 0.92845 3.04564 -1.34600
O: 1.20650 4.46467 -1.60327
O: 2.76312 2.24429 -3.00898
C: 3.31765 1.09701 -3.52111
O: 3.39288 0.85206 -4.62835
H: 5.15453 2.77844 -1.76627
H: 5.79382 1.88998 -3.19162
H: 6.66456 1.95229 -1.66234
H: 4.77102 0.80435 -0.53396
H: 3.79198 -0.80313 -2.48530
H: 1.65917 0.08224 -2.10772
H: 2.36823 0.15565 -0.49625
H: 3.19690 2.46771 -0.92237
H: -0.05653 2.61472 -2.25962
H: 0.44209 2.88827 -0.02532
C: 0.75727 3.39888 3.15035
O: 0.86158 1.99298 3.29981
C: 1.33495 1.57364 4.57616
C: 0.23330 0.91301 5.38152
N: -0.76549 1.88151 5.81778
C: -1.98369 1.29070 6.37072
C: -2.82997 0.39101 5.47066
O: -3.47600 1.06256 4.40378
C: -2.68353 1.28066 3.25178
H: 0.57519 3.60268 2.09665
H: -0.08566 3.79950 3.72239
H: 1.67805 3.90283 3.45406
H: 1.79064 2.40054 5.12808
H: 2.11521 0.82941 4.39205
H: 0.67223 0.43320 6.26138
H: -0.20588 0.12934 4.75080
H: -1.02319 2.46484 5.03302
H: -2.61696 2.12196 6.69034
H: -1.71770 0.73213 7.27386
H: -3.63544 -0.01092 6.09090
H: -2.27280 -0.47708 5.09846
H: -1.96433 0.47378 3.08807
H: -2.16170 2.23965 3.30868
H: -3.35296 1.32712 2.39188
C: -1.99790 -4.31769 -5.37458
O: -3.10070 -3.91949 -4.57986
C: -3.26730 -4.67850 -3.38755
C: -2.92948 -3.85643 -2.15898
N: -1.49620 -3.60040 -2.06439
C: -1.12141 -2.60549 -1.06216
C: -1.65641 -1.18189 -1.21280
O: -1.12980 -0.46778 -2.31893
C: -1.76274 -0.72186 -3.56343
H: -2.08413 -3.81052 -6.33422
H: -1.04597 -4.02454 -4.91888
H: -2.00006 -5.39721 -5.54542
H: -2.68888 -5.60643 -3.41601
H: -4.32542 -4.95018 -3.33488
H: -3.25380 -4.39795 -1.26534
H: -3.50770 -2.92585 -2.22092
H: -1.15790 -3.28842 -2.96488
H: -0.02931 -2.54735 -1.07268
H: -1.40687 -2.98397 -0.07533
H: -1.33389 -0.62611 -0.32698
H: -2.75144 -1.13969 -1.21338
H: -2.82899 -0.92702 -3.44796
H: -1.27711 -1.54756 -4.08860
H: -1.64599 0.16768 -4.18303

---

Formula: C3H13NO4
Source: the OMol25 dataset
Level of theory: wB97M-V/def2-TZVPD

The value obtained for the LUMO energy is -4.61 eV. As for the energy above the lowest of the compared OMol25 structures with the same formula, charge and spin: 203.0 kcal/mol. The value obtained for the HOMO-LUMO gap is 4.75 eV. The multiplicity is 1. For the max |F|, the calculation gives 3.2 eV Å⁻¹.

CARTESIAN COORDINATES (ANGSTROEM)
O: 1.27770 1.46446 -0.84531
C: 0.30447 0.87002 -0.15131
C: 0.01315 -0.52179 -0.78800
C: -0.87429 -1.46116 0.04957
N: 1.18339 -1.15073 -1.16609
H: -0.54641 1.53468 -0.20111
H: 0.58826 0.72957 0.95852
H: -0.61171 -2.51861 -0.07396
H: -1.90302 -1.35069 -0.29327
H: -0.84287 -1.14889 1.09959
H: 1.07892 -2.12804 -1.43507
H: 2.13488 -0.81895 -0.78948
H: -3.64590 1.43155 0.38449
H: -0.59299 -0.20311 -1.66107
O: -1.03618 0.66418 2.05971
H: 4.02959 0.47483 -0.13608
H: 2.17030 0.92670 -0.62931
O: 3.25790 0.04937 -0.51206
H: -0.94333 1.09961 2.91397
H: -2.26666 0.97129 1.03294
O: -2.77520 1.08572 0.18336

---

Formula: C24H58BN2O4Sn
Source: the OMol25 dataset
Level of theory: wB97M-V/def2-TZVPD

The expectation value of S² is 0.754. The value obtained for the LUMO energy (spin up / spin down) is -7.58 / -8.85 eV. The net charge is +2. The value obtained for the HOMO-LUMO gap (spin up / spin down) is 4.90 / 3.63 eV. The multiplicity is 2. For the max |F|, the calculation gives 5.1 eV Å⁻¹.

CARTESIAN COORDINATES (ANGSTROEM)
Sn: 0.85258 -1.99105 4.16616
B: 1.34954 -0.19282 1.54790
H: 1.43627 0.07499 2.58953
H: 1.96064 0.45755 0.94141
H: 1.72798 -1.19944 1.46001
H: 0.34315 -0.17675 1.15910
C: -1.28377 -0.73456 -5.37442
C: -0.03456 -1.61606 -5.29355
N: -0.02401 -2.51020 -4.12995
C: -0.95199 -3.65505 -4.31954
C: -0.61184 -4.73695 -3.34339
C: -0.18972 -1.92439 -2.74461
C: 0.65879 -0.64236 -2.49985
H: -1.37124 -0.18771 -6.31326
H: -1.25718 0.07312 -4.64295
H: -2.19250 -1.31852 -5.22845
H: 0.03057 -2.20746 -6.20686
H: 0.83668 -0.97759 -5.14734
H: -1.99120 -3.35125 -4.19367
H: -0.85746 -4.00777 -5.34655
H: -0.87370 -4.53549 -2.30468
H: -1.21845 -5.58596 -3.65852
H: 0.42866 -5.05064 -3.42736
H: 0.01017 -2.68574 -1.99063
H: -1.24346 -1.74673 -2.52974
H: 0.30147 -0.11232 -1.61697
H: 0.73987 0.00023 -3.37656
H: 1.68745 -0.93748 -2.29284
C: -2.35576 1.56322 -0.55249
C: -1.96569 2.68124 -1.64606
N: -1.37179 3.88361 -1.05690
C: -1.38161 4.94793 -2.05822
C: -2.78795 5.44770 -2.41661
C: 0.02496 3.51333 -0.74952
C: 0.82488 4.58767 0.08789
H: -3.06735 1.92596 0.18924
H: -1.43596 1.19329 -0.09947
H: -2.80888 0.70167 -1.04292
H: -1.26699 2.21682 -2.34193
H: -2.90325 2.95821 -2.12811
H: -0.74534 5.75541 -1.69596
H: -1.01344 4.60168 -3.02397
H: -3.33765 5.76222 -1.52946
H: -2.64650 6.25562 -3.13449
H: -3.47955 4.78084 -2.93148
H: 0.57315 3.31126 -1.66971
H: 0.13941 2.61474 -0.14326
H: 0.22020 4.88800 0.94362
H: 1.05968 5.45700 -0.52630
H: 1.78789 4.17179 0.38413
C: 2.49128 -3.64543 -0.25381
C: 1.54674 -4.44606 0.66801
O: 1.15496 -3.95728 1.71031
C: 1.12119 -5.82340 0.20117
H: 2.47417 -2.60537 0.07189
H: 2.07793 -3.64825 -1.26238
H: 3.50786 -4.03652 -0.21241
H: 0.76065 -5.74786 -0.82470
H: 0.27450 -6.22298 0.75935
H: 1.99778 -6.45143 0.36010
C: 3.95290 2.01687 6.32834
C: 3.28655 1.40100 5.03660
O: 2.68739 0.32170 5.08052
C: 3.40616 2.24031 3.82792
H: 4.99224 2.25178 6.09877
H: 3.89922 1.37324 7.20638
H: 3.53094 3.00390 6.51761
H: 2.73138 3.09628 3.81905
H: 2.95432 1.72343 2.98130
H: 4.44683 2.49990 3.63371
C: -1.86860 -1.79853 0.32491
C: -2.02860 -2.96818 1.31258
O: -1.93010 -2.75372 2.50559
C: -2.24716 -4.37158 0.70158
H: -2.12984 -0.88918 0.86612
H: -2.69132 -1.94284 -0.37539
H: -0.88288 -1.66782 -0.12162
H: -1.48410 -4.56081 -0.05342
H: -3.20890 -4.52228 0.21123
H: -2.20244 -5.14345 1.46990
C: -0.21305 2.87793 5.52849
C: -0.38632 1.90399 4.35708
O: -0.64748 0.71032 4.45884
C: -0.29449 2.54193 3.01656
H: -0.69749 3.83547 5.33741
H: 0.83021 3.16400 5.66209
H: -0.68874 2.45872 6.41510
H: -0.18741 1.79625 2.22879
H: 0.56008 3.21532 2.95052
H: -1.22156 3.02978 2.71549

---

Formula: C4H24N2O6S
Source: the OMol25 dataset
Level of theory: wB97M-V/def2-TZVPD

The value obtained for the LUMO energy is 0.06 eV. As for the energy above the lowest of the compared OMol25 structures with the same formula, charge and spin: 38.3 kcal/mol. The value obtained for the HOMO-LUMO gap is 8.59 eV. The multiplicity is 1. Its SMILES is NCCNCCS.O.O.O.O.O.O. For the max |F|, the calculation gives 2.8 eV Å⁻¹.

CARTESIAN COORDINATES (ANGSTROEM)
N: 2.21931 -1.95069 1.43029
C: 1.17684 -1.28911 0.60832
C: 1.67532 0.06247 0.09838
N: 2.23160 1.16651 0.89148
C: 1.68851 1.22488 2.23928
C: 0.23416 1.75413 2.20337
S: -0.73031 1.09771 3.54812
H: 1.99577 -2.89730 1.72783
H: 2.26834 -1.53746 2.35856
H: 1.10994 -1.94077 -0.26160
H: 0.33442 -1.10315 1.26338
H: 0.79966 0.51684 -0.38415
H: 2.39537 -0.06662 -0.71515
H: 3.23942 1.11554 0.88344
H: 2.27469 1.89271 2.87122
H: 1.71667 0.23760 2.71983
H: 0.38268 2.83144 2.29717
H: -0.16408 1.60220 1.20475
H: -1.87840 1.72402 3.35320
O: 1.12513 0.85383 -3.06390
H: 2.02317 1.14536 -2.84084
H: 1.07615 1.36038 -3.89042
O: -2.39084 -1.76859 0.03339
H: -1.68772 -1.85308 -0.60841
H: -3.20510 -2.04213 -0.39861
O: -2.29529 -1.34332 -2.54959
H: -1.47052 -1.57666 -2.98694
H: -2.11808 -0.60909 -1.94564
O: 0.91328 -1.87685 -3.51458
H: 0.89911 -0.93833 -3.77797
H: 0.51758 -1.79730 -2.63790
O: -2.87690 1.60572 -1.71294
H: -3.05567 1.46949 -0.76588
H: -1.91922 1.72181 -1.61331
O: -2.43044 0.55746 1.35051
H: -3.29418 0.99414 1.40528
H: -2.78036 -0.34380 1.18003

---

Formula: C23H50Cl2N6O9
Source: the OMol25 dataset
Level of theory: wB97M-V/def2-TZVPD

The value obtained for the LUMO energy is -0.03 eV. As for the energy above the lowest of the compared OMol25 structures with the same formula, charge and spin: 49.3 kcal/mol. The value obtained for the HOMO-LUMO gap is 9.20 eV. The multiplicity is 1. Its SMILES is O=C1OCCO1.CNC(C)=O.CNC(C)=O.CNC(C)=O.CNC(C)=O.CNC(C)=O.CNC(C)=O.ClCCCl. For the max |F|, the calculation gives 2.2 eV Å⁻¹.

CARTESIAN COORDINATES (ANGSTROEM)
O: 17.07151 -11.10511 9.75907
C: 16.18766 -10.38645 9.42302
O: 16.01083 -9.99155 8.12735
C: 14.94883 -9.08831 8.02552
C: 14.23299 -9.23741 9.39856
O: 15.19435 -9.91164 10.18854
H: 15.19628 -8.03223 7.90924
H: 14.22787 -9.35603 7.25408
H: 13.23594 -9.66972 9.32554
H: 14.07677 -8.23847 9.81113
C: 19.91822 -9.70480 8.17673
N: 21.30501 -9.49862 7.79704
C: 22.31177 -9.61490 8.69677
C: 23.63978 -9.18528 8.17793
O: 22.12748 -9.85660 9.88019
H: 19.33681 -10.23470 7.43339
H: 19.49245 -8.75411 8.53134
H: 19.78994 -10.19953 9.14401
H: 21.44278 -8.95595 6.96472
H: 23.75512 -9.35598 7.10422
H: 24.46161 -9.73380 8.63447
H: 23.77998 -8.11266 8.31862
C: 14.63813 -5.79212 14.25413
N: 14.98043 -7.05522 13.60753
C: 15.00956 -8.19951 14.32593
C: 15.48832 -9.43268 13.55432
O: 14.70556 -8.29290 15.49931
H: 15.34737 -4.97289 14.15516
H: 14.29259 -5.94032 15.26939
H: 13.75756 -5.39380 13.73182
H: 15.22982 -7.04538 12.63811
H: 15.18264 -10.35637 14.02809
H: 16.57722 -9.35781 13.59292
H: 15.28713 -9.33050 12.48861
C: 26.15875 -14.11152 13.18509
N: 24.83048 -13.55425 13.20536
C: 23.71980 -13.97434 13.83972
C: 22.46462 -13.13794 13.69696
O: 23.75239 -15.00157 14.51434
H: 26.17241 -15.09789 13.63762
H: 26.90279 -13.47535 13.66792
H: 26.41220 -14.16366 12.12162
H: 24.74797 -12.65523 12.75067
H: 22.10566 -12.70785 14.62247
H: 21.69354 -13.78958 13.28189
H: 22.60411 -12.37810 12.92564
C: 24.04985 -7.69485 12.43719
N: 25.11701 -7.41542 13.39595
C: 25.08584 -6.50325 14.40571
C: 23.81244 -6.06989 15.07850
O: 26.15138 -6.01470 14.78326
H: 24.54076 -7.96541 11.50741
H: 23.38558 -6.84070 12.29950
H: 23.39100 -8.49826 12.77134
H: 26.05618 -7.67395 13.15101
H: 23.99271 -5.83816 16.12172
H: 22.97128 -6.75989 14.98399
H: 23.47897 -5.16441 14.56261
C: 22.01995 -8.42667 17.37755
N: 21.91220 -9.13760 18.64004
C: 21.81932 -8.51453 19.83169
C: 22.06667 -9.39643 21.04804
O: 21.51958 -7.34180 19.98392
H: 22.91906 -7.81097 17.40186
H: 21.19751 -7.77190 17.08401
H: 22.09175 -9.22994 16.64408
H: 21.84952 -10.13739 18.63312
H: 21.11458 -9.46436 21.58760
H: 22.67986 -8.83256 21.75010
H: 22.40186 -10.42287 20.91757
C: 18.78410 -5.59466 14.99975
N: 18.51311 -5.66475 16.43925
C: 17.54287 -4.93447 17.02111
C: 17.23468 -5.22835 18.47668
O: 16.99127 -3.99993 16.46111
H: 18.50725 -4.69871 14.45615
H: 18.15920 -6.39887 14.60480
H: 19.84213 -5.79033 14.83730
H: 18.71940 -6.55625 16.85749
H: 16.15522 -5.28229 18.56925
H: 17.62518 -4.36667 19.02340
H: 17.79349 -6.05675 18.91197
Cl: 21.36563 -9.98667 14.29356
C: 20.73540 -9.97632 12.61174
C: 19.25605 -9.77486 12.45915
Cl: 18.77902 -8.06029 12.50805
H: 21.04686 -10.91286 12.15651
H: 21.18751 -9.19972 11.99577
H: 18.71507 -10.39936 13.17101
H: 18.88603 -9.99552 11.45996

---

Formula: C2H6N2O
Source: the OMol25 dataset
Level of theory: wB97M-V/def2-TZVPD

The value obtained for the LUMO energy is 0.93 eV. As for the energy above the lowest of the compared OMol25 structures with the same formula, charge and spin: 117.7 kcal/mol. The value obtained for the HOMO-LUMO gap is 10.45 eV. The multiplicity is 1. Its SMILES is [H]/N=C/NOC. For the max |F|, the calculation gives 6.4 eV Å⁻¹.

CARTESIAN COORDINATES (ANGSTROEM)
H: -3.07452 -0.79326 -0.32097
N: -2.67677 0.07086 0.23233
C: -1.38201 -0.08583 -0.08632
N: -0.40415 0.80581 0.19111
O: 0.83412 0.31613 -0.53157
C: 1.99583 -0.16586 0.28521
H: -1.28290 -1.07953 -0.77342
H: -0.56907 1.82068 -0.25402
H: 2.50073 -0.52089 -0.53744
H: 1.73524 -1.11255 1.01331
H: 2.32350 0.74446 0.78177